(1)
22
Properties=species:S:1:pos:R:3 method="wB97M-V/def2-TZVPD" de_lowest_ev=1.156 gap_ev=9.086
C -1.5482 0.7899 1.0475
C -1.5579 1.1674 -0.4218
C -1.5914 0.0057 -1.4235
N -0.3537 -0.7406 -1.6694
H -0.5820 0.7588 1.5244
H -2.0150 -0.1698 1.3044
H -2.1760 1.4703 1.6319
H -2.4232 1.7527 -0.7456
H -0.6772 1.7873 -0.5945
H -1.8474 0.4082 -2.4106
H -2.4541 -0.6228 -1.2045
H -0.2775 -1.5090 -1.0194
H 0.4710 -0.1704 -1.5770
O 3.0325 -1.2317 -0.0994
H 3.0051 -0.4425 0.4421
H 3.1331 -0.9162 -1.0038
O 0.8601 -2.8850 0.7682
H 1.7130 -3.3218 0.7287
H 1.0503 -1.9498 0.6688
O 1.4305 1.9644 0.9701
H 1.7485 1.2437 1.5134
H 1.0596 2.6110 1.5699

(2)
47
Properties=species:S:1:pos:R:3 method="wB97M-V/def2-TZVPD" de_lowest_ev=0.000 gap_ev=9.268
C -1.7710 -1.6127 -2.7164
C -0.5041 -0.8777 -2.2993
C 0.4376 -1.6295 -1.3708
O 1.6129 -1.3202 -1.2798
N -0.1011 -2.6641 -0.6939
C 0.6310 -3.3667 0.3331
C 0.2014 -2.9517 1.7420
C 0.4165 -1.4562 1.9756
C -0.6749 -0.6308 1.3910
N -1.8285 -1.0891 0.9901
C -2.5373 -0.0003 0.5512
C -3.8159 0.0854 0.0143
C -4.2735 1.3332 -0.3541
C -3.4909 2.4768 -0.1906
C -2.2194 2.4137 0.3448
C -1.7482 1.1627 0.7088
N -0.5660 0.7287 1.2604
C 0.5910 1.5402 1.5460
C 1.5843 1.4994 0.4077
C 1.2332 1.9380 -0.8627
C 2.1290 1.8645 -1.9126
C 3.3981 1.3507 -1.7119
C 3.7757 0.9148 -0.4562
C 2.8647 0.9937 0.5780
F 3.2438 0.5685 1.8088
H -1.5356 -2.5997 -3.1082
H -2.4619 -1.7133 -1.8824
H -2.2783 -1.0474 -3.4954
H -0.7725 0.0537 -1.7930
H 0.0840 -0.6022 -3.1772
H -1.1056 -2.7275 -0.6319
H 1.6882 -3.1365 0.1771
H 0.4770 -4.4429 0.2019
H 0.7904 -3.5217 2.4617
H -0.8541 -3.1843 1.8888
H 1.3714 -1.1574 1.5386
H 0.4619 -1.2521 3.0508
H -4.4245 -0.7978 -0.1013
H -5.2622 1.4340 -0.7766
H -3.8907 3.4346 -0.4888
H -1.6256 3.3077 0.4723
H 1.0589 1.1869 2.4687
H 0.2481 2.5679 1.7032
H 0.2414 2.3336 -1.0267
H 1.8311 2.2030 -2.8933
H 4.0934 1.2821 -2.5337
H 4.7540 0.5019 -0.2694

(3)
125
Properties=species:S:1:pos:R:3 method="wB97M-V/def2-TZVPD" s2=0.75 multiplicity=2 gap_ev="4.788 / 8.054"
Pb -2.6740 -3.3136 -2.4907
C -0.0054 -0.9882 -2.0306
O -0.7760 -1.3419 -0.8747
O -0.7513 -1.5964 -3.1079
C 0.3023 0.5948 -2.0036
F 1.1640 0.7972 -1.0333
F 0.8039 0.9501 -3.2019
F -0.7768 1.3731 -1.9262
C 0.0233 -1.5232 0.3248
C -0.9253 -1.6992 1.4882
H -0.3658 -1.4498 2.3898
H -1.7530 -0.9935 1.4175
H -1.3083 -2.7062 1.6536
H 0.7531 -0.7626 0.6024
H 0.6483 -2.4162 0.3245
H 0.9632 -1.4849 -1.9744
C -2.7575 4.3324 -2.1421
O -2.5236 5.5141 -1.3796
C -3.4868 5.8399 -0.4379
O -4.5030 5.1574 -0.0830
O -3.1364 7.0453 0.1837
C -3.9514 7.4691 1.2730
H -1.8620 3.8305 -2.5085
H -3.3182 4.5812 -3.0431
H -3.2291 3.5462 -1.5526
H -5.0232 7.2767 1.3201
H -3.8654 8.5516 1.3665
H -3.6471 7.0899 2.2486
C 2.4381 -1.4433 7.7114
O 1.6355 -1.3902 6.5702
C 0.3540 -1.8515 6.5944
O -0.2042 -2.2991 7.5894
O -0.1755 -1.7210 5.4277
C -1.4933 -2.2785 5.1759
H 3.4707 -1.2865 7.3997
H 2.4388 -2.3738 8.2791
H 2.1993 -0.6729 8.4446
H -2.1301 -1.4404 4.8926
H -1.9269 -2.7133 6.0765
H -1.5430 -3.0383 4.3960
C -1.3861 3.0897 1.1804
O -1.7740 2.2082 2.2254
C -3.0374 1.7938 2.4657
O -4.1377 2.2991 2.1943
O -2.9019 0.6795 3.2096
C -4.0118 -0.1173 3.5405
H -0.3729 2.7694 0.9373
H -1.3157 4.0696 1.6526
H -2.0479 3.0763 0.3145
H -4.9287 0.3673 3.8761
H -3.7182 -0.6147 4.4648
H -4.2862 -0.7996 2.7359
C 4.6286 -0.9377 -1.1184
C 6.0498 -1.1300 -1.5989
C 6.1621 -2.6982 -1.5409
O 4.9050 -3.2649 -1.2442
C 3.9120 -2.2526 -1.5302
H 4.1489 0.0095 -1.3650
H 4.4963 -1.1225 -0.0524
H 6.7810 -0.6259 -0.9670
H 6.3790 -0.7341 -2.5596
H 6.8837 -3.0318 -0.7952
H 6.5031 -3.0589 -2.5114
H 3.1019 -2.4519 -0.8286
H 3.5282 -2.1786 -2.5477
O 3.2323 3.3941 4.8382
C 3.3646 3.0735 3.6298
O 3.5850 3.9313 2.5373
C 3.7085 3.2823 1.2994
C 3.0507 1.9297 1.5690
C 3.2650 1.7026 3.0782
H 4.7496 3.1040 1.0302
H 3.2963 3.8977 0.4997
H 3.5727 1.2049 0.9444
H 1.9920 1.9554 1.3112
H 4.1463 1.0892 3.2660
H 2.4586 1.2507 3.6558
O 0.7351 5.3069 0.7963
C 0.9735 5.2722 -0.4497
O 0.3928 4.4040 -1.3544
C 1.1103 4.5012 -2.5379
C 2.2254 5.4675 -2.3187
C 1.7738 6.2523 -1.1408
H 0.4114 4.7441 -3.3382
H 1.4273 3.4773 -2.7359
H 2.4860 6.0284 -3.2162
H 3.0256 4.8256 -1.9504
H 1.0033 6.9844 -1.3827
H 2.5725 6.6758 -0.5318
O -1.0205 -5.0536 -1.9009
C -0.5865 -5.6603 -0.9048
O -0.7793 -6.9732 -0.7443
C -0.2469 -7.3956 0.5100
C -0.0245 -6.0811 1.2754
C 0.2309 -5.1033 0.2038
H 0.7209 -7.8965 0.5287
H -0.9703 -7.9505 1.1074
H 0.8332 -6.0008 1.9432
H -0.9418 -5.8511 1.8174
H 1.2438 -5.0723 -0.1977
H -0.1795 -4.1549 0.5504
O -4.1046 -1.1557 -2.6061
C -4.7859 -0.3336 -2.1479
O -6.0732 -0.1251 -2.4769
C -6.4704 1.2182 -1.9219
C -5.1686 1.8385 -1.3699
C -4.3786 0.5319 -0.9585
H -7.0108 0.8640 -1.0440
H -7.1038 1.8067 -2.5857
H -5.1056 2.4920 -0.4997
H -4.6863 2.3516 -2.2019
H -4.5292 -0.0198 -0.0306
H -3.3063 0.6774 -1.0892
O -1.2027 -4.1972 -4.4271
C -0.1692 -4.6473 -4.8774
O -0.0806 -5.6946 -5.7722
C 1.2808 -5.9154 -6.1885
C 1.8417 -4.4430 -6.0211
C 1.2021 -3.9737 -4.7371
H 1.4138 -6.1047 -7.2536
H 1.7723 -6.7189 -5.6399
H 1.5411 -3.8799 -6.9047
H 2.9299 -4.3826 -6.0046
H 1.0876 -2.8965 -4.6163
H 1.6257 -4.3616 -3.8107

(4)
6
Properties=species:S:1:pos:R:3 method="wB97M-V/def2-TZVPD" de_lowest_ev=0.346 gap_ev=8.529
C -1.5121 0.2391 0.0236
S -1.5253 -1.3665 0.0061
H -2.2055 0.8171 0.6331
H -0.8142 0.8195 -0.5801
Cl 3.2777 -0.8395 0.0365
H 2.7793 0.3303 -0.1191

(5)
79
Properties=species:S:1:pos:R:3 method="wB97M-V/def2-TZVPD" s2=2.04 charge=-1 de_lowest_ev=0.000 multiplicity=3 gap_ev="5.922 / 5.415"
Ni -1.4727 0.1251 -0.2225
Se -3.7536 0.4637 0.4016
Se -4.9673 -0.1928 -1.4202
Se -3.8466 -3.3526 0.5749
Se -2.7673 -1.5521 1.4458
C 3.4727 -1.2136 -3.7365
C 3.5897 -2.0381 -2.6270
C 2.5135 -2.2153 -1.7681
C 1.3070 -1.5608 -1.9999
C 1.1951 -0.7555 -3.1294
C 2.2649 -0.5785 -3.9916
P -0.2108 -1.7503 -0.9673
C -1.0711 -2.9547 -2.0080
C -2.3321 -2.6106 -2.4682
C -3.0211 -3.4647 -3.3253
C -2.4499 -4.6641 -3.7050
C -1.1854 -5.0171 -3.2354
C -0.4939 -4.1665 -2.3949
C 0.3877 -2.6978 0.4657
C -0.2246 -3.8941 0.8242
C 0.1903 -4.5741 1.9616
C 1.2231 -4.0725 2.7380
C 1.8361 -2.8764 2.3844
C 1.4133 -2.1867 1.2588
H 4.3160 -1.0713 -4.3997
H 4.5236 -2.5479 -2.4265
H 2.6235 -2.8625 -0.9059
H 0.2553 -0.2714 -3.3374
H 2.1547 0.0572 -4.8604
H -2.8180 -1.6933 -2.1461
H -4.0114 -3.1832 -3.6561
H -2.9844 -5.3389 -4.3619
H -0.7439 -5.9610 -3.5298
H 0.4937 -4.4389 -2.0362
H -1.0609 -4.2683 0.2447
H -0.3112 -5.4908 2.2442
H 1.5464 -4.6056 3.6229
H 2.6363 -2.4748 2.9917
H 1.8856 -1.2517 0.9936
C -0.7748 2.0261 -2.7286
Si -1.1555 2.5019 -0.9466
C -0.0860 4.0633 -0.7302
C -2.8678 3.2672 -1.0134
Si -0.3212 1.3950 1.1481
Si 1.9864 1.8680 1.2191
C 2.5937 3.6350 1.5057
C 2.6804 0.9511 2.7220
C 2.8758 1.3085 -0.3461
Si -1.2555 2.4266 3.0418
C -0.5141 4.0947 3.5227
C -0.8370 1.2483 4.4520
C -3.1174 2.6507 3.0452
H -1.0027 2.9136 -3.3264
H -1.4026 1.2126 -3.0910
H 0.2733 1.7734 -2.8788
H -0.4415 4.8073 -1.4511
H 0.9612 3.8633 -0.9524
H -0.1404 4.4998 0.2650
H -2.8011 4.1304 -1.6826
H -3.2139 3.6240 -0.0443
H -3.6142 2.5803 -1.4131
H 2.2487 4.0299 2.4522
H 2.3229 4.3409 0.7268
H 3.6871 3.5878 1.5483
H 2.4155 1.5014 3.6274
H 3.7713 0.9053 2.6733
H 2.2943 -0.0610 2.8297
H 2.8430 2.1042 -1.0937
H 2.4449 0.4193 -0.8030
H 3.9280 1.1041 -0.1298
H 0.5414 4.0083 3.7533
H -1.0245 4.4322 4.4295
H -0.6333 4.8697 2.7666
H 0.2416 1.1173 4.5472
H -1.2772 0.2655 4.2771
H -1.2178 1.6306 5.4029
H -3.4712 3.2350 2.1964
H -3.4044 3.1780 3.9592
H -3.6376 1.6926 3.0271

(6)
145
Properties=species:S:1:pos:R:3 method="wB97M-V/def2-TZVPD" de_lowest_ev=0.000 gap_ev=8.603
C 0.0664 6.2676 21.6080
O 0.4860 5.3090 20.6471
H -0.9299 6.6450 21.3711
H -0.0595 5.6903 22.5377
H 0.8349 7.0149 21.8035
H -0.2795 5.1103 20.0866
C -4.2137 0.8156 26.5574
O -4.8696 -0.3202 26.0108
H -3.2373 0.5725 26.9943
H -3.9899 1.4976 25.7250
H -4.8369 1.3180 27.2924
H -4.3580 -0.6085 25.2523
C -1.2896 3.5751 24.9676
C -0.1978 2.8183 25.7422
C 0.7619 3.7307 26.5361
O 0.6666 3.1615 27.8616
C -0.2108 2.1622 27.8958
O -0.4354 1.4968 28.8682
O -0.8562 2.0432 26.7382
H -2.2243 3.0483 24.7804
H -0.9216 3.7075 23.9394
H -1.4288 4.6117 25.2819
H 0.3241 2.2061 25.0053
H 0.3768 4.7522 26.5517
H 1.7890 3.7940 26.1871
C -4.3556 -1.0498 31.1399
O -4.9119 -2.0338 31.5779
N -3.1625 -0.5852 31.5784
C -2.5336 0.5549 30.9445
C -2.4150 -1.2657 32.6136
H -4.8442 -0.3414 30.4559
H -2.4913 1.3926 31.6462
H -3.0644 0.8441 30.0396
H -1.5276 0.2727 30.6206
H -2.3192 -0.6027 33.4783
H -2.8938 -2.1771 32.9561
H -1.4012 -1.5042 32.2874
C 0.8349 3.1669 31.3162
O 0.8304 4.3685 31.1531
N 0.3120 2.5150 32.3755
C 0.5290 1.0935 32.5465
C -0.3157 3.2006 33.4914
H 1.1957 2.4527 30.5553
H -0.4684 0.6396 32.6323
H 0.9149 0.8993 33.5539
H 1.1193 0.6301 31.7727
H 0.3699 3.2752 34.3376
H -0.7576 4.1597 33.2464
H -1.1382 2.5354 33.7804
C -1.4764 5.7046 28.2320
O -0.5135 5.7113 28.9739
N -2.3880 4.7007 28.2805
C -3.4452 4.6394 27.2622
C -2.3587 3.6163 29.2307
H -1.6241 6.4166 27.4112
H -3.3985 5.5555 26.6758
H -4.4261 4.6037 27.7365
H -3.2615 3.7967 26.5952
H -2.2010 2.6394 28.7640
H -1.5790 3.6910 29.9868
H -3.3230 3.6442 29.7459
C 1.3728 -3.6573 29.1825
O 0.7374 -4.4593 28.5295
N 0.8742 -2.5458 29.7699
C -0.5301 -2.2140 29.5931
C 1.6740 -1.6568 30.5709
H 2.4661 -3.6829 29.3279
H -0.5335 -1.1796 29.2368
H -1.1061 -2.2924 30.5177
H -1.0119 -2.8216 28.8355
H 2.7116 -1.9859 30.5807
H 1.5815 -0.6152 30.2642
H 1.3287 -1.7103 31.6104
C -2.4115 3.2737 19.2777
O -1.6342 4.2161 19.3083
N -2.7305 2.5843 20.3735
C -3.5338 1.3477 20.2649
C -2.1057 2.7884 21.6642
H -2.8813 2.8914 18.3641
H -2.8820 0.4849 20.4031
H -4.1072 1.2575 19.3480
H -4.2305 1.4024 21.1013
H -2.3978 2.0126 22.3677
H -1.0169 2.8055 21.7020
H -2.3461 3.7683 22.0826
C 3.4274 6.9387 25.4331
O 2.2936 6.9286 25.8595
N 3.8449 6.1950 24.3750
C 2.9967 5.2240 23.7063
C 5.1649 6.2501 23.8036
H 4.2549 7.6112 25.7148
H 3.5574 4.3105 23.4915
H 2.6238 5.5971 22.7512
H 2.1606 4.8647 24.3043
H 5.7712 5.3658 24.0197
H 5.1954 6.4093 22.7251
H 5.7525 7.0712 24.2263
C -0.1116 -2.6769 23.9133
O 0.6106 -3.6299 24.0775
N -0.4385 -1.7310 24.8183
C -1.2696 -0.6312 24.4173
C -0.0243 -1.7224 26.2012
H -0.6365 -2.4990 22.9604
H -1.5801 -0.6743 23.3674
H -0.7476 0.3311 24.4304
H -2.2124 -0.5336 24.9593
H 0.5224 -0.8018 26.4179
H -0.8811 -1.9587 26.8292
H 0.7053 -2.5190 26.3672
C -0.5956 7.3543 24.6809
O -1.5358 6.6787 25.0926
N -0.7213 8.6005 24.2026
C 0.4154 9.3432 23.7249
C -2.0225 9.2298 24.1131
H 0.4056 6.9136 24.6222
H 1.3556 8.8828 24.0211
H 0.3975 10.3973 24.0014
H 0.4025 9.3220 22.6258
H -1.9980 10.1100 24.7648
H -2.2435 9.6257 23.1190
H -2.8474 8.6044 24.4308
C 3.3735 -1.8443 26.4504
O 3.8466 -2.4366 27.4053
N 3.3873 -0.5077 26.3167
C 2.8559 0.1898 25.1427
C 3.9843 0.3705 27.2995
H 2.9088 -2.3625 25.5975
H 2.6192 1.2431 25.2584
H 2.0515 -0.2965 24.5925
H 3.7034 0.1446 24.4437
H 3.1998 1.0430 27.6726
H 4.5127 -0.0620 28.1385
H 4.6400 1.1125 26.8276
C 1.4348 2.4251 22.2251
O 1.9597 2.5113 23.3307
N 1.2800 1.2743 21.5585
C 0.6569 1.2172 20.2493
C 1.8066 0.0236 22.0822
H 1.0995 3.3174 21.6736
H 1.3770 1.1057 19.4326
H 0.1198 2.1416 20.0406
H -0.0068 0.3525 20.2135
H 2.8857 -0.0008 21.9030
H 1.6227 -0.1241 23.1429
H 1.4293 -0.8293 21.5206

(7)
9
Properties=species:S:1:pos:R:3 method="wB97M-V/def2-TZVPD" charge=-1 de_lowest_ev=0.668 gap_ev=9.537
N -0.4294 -1.4738 -0.4257
P 0.2448 0.1768 0.6136
O 1.6144 0.5251 0.1488
O -0.1463 -0.0115 2.0220
O -0.7923 1.2951 -0.0366
O -0.2100 1.8295 -1.2053
H -1.2747 -1.7051 0.0826
H 0.2818 -2.1351 -0.1273
H 0.7118 1.4991 -1.0720

(8)
52
Properties=species:S:1:pos:R:3 method="wB97M-V/def2-TZVPD" s2=3.76 de_lowest_ev=0.000 multiplicity=4 gap_ev="6.412 / 6.406"
Co 0.1326 -0.5293 -0.2431
C 1.8747 -4.3645 -2.1035
O 2.4859 -4.4808 -0.8259
C 1.6358 -4.4318 0.2517
C 1.6653 -5.4888 1.1339
C 0.8643 -5.4936 2.2756
C 0.0305 -4.4242 2.5025
C -0.0090 -3.3234 1.6328
C -0.9350 -2.2579 1.9695
N -1.0186 -1.1567 1.3289
N -1.9728 -0.2398 1.7339
C -2.0943 0.6967 0.8232
O -1.4378 0.7470 -0.2861
C -3.0791 1.7823 1.0947
C -3.3170 2.7427 0.1173
C -4.2218 3.7687 0.3493
C -4.8924 3.8432 1.5612
C -4.6567 2.8860 2.5407
C -3.7565 1.8591 2.3099
C 0.8208 -3.2935 0.4806
O 0.8868 -2.2977 -0.3688
H 2.5572 -4.8267 -2.8151
H 1.7025 -3.3218 -2.3666
H 0.9197 -4.8971 -2.1253
H 2.3291 -6.3141 0.9079
H 0.8911 -6.3309 2.9594
H -0.6173 -4.4134 3.3718
H -1.6088 -2.4158 2.8128
H -2.7838 2.6691 -0.8207
H -4.4051 4.5102 -0.4181
H -5.5989 4.6432 1.7430
H -5.1794 2.9407 3.4873
H -3.5677 1.1038 3.0601
N 1.2399 0.9366 0.9149
C 1.6922 1.9664 0.0155
C 2.1070 3.1965 0.4362
C 2.5650 4.1618 -0.4861
C 2.6216 3.8756 -1.8180
C 2.1892 2.6146 -2.2912
C 2.2144 2.2507 -3.6563
C 1.7615 1.0224 -4.0382
C 1.2483 0.1544 -3.0573
N 1.2103 0.4585 -1.7846
C 1.6963 1.6642 -1.3737
H 2.0197 0.4889 1.3862
H 0.6093 1.3010 1.6219
H 2.0919 3.4306 1.4936
H 2.8846 5.1284 -0.1212
H 2.9901 4.6049 -2.5283
H 2.5945 2.9570 -4.3843
H 1.7704 0.7119 -5.0731
H 0.8492 -0.8153 -3.3310

E, respectively: -403.74476 -1114.76051 -3594.58576 -898.23653 -13667.56866 -3098.20258 -698.94072 -2754.12934 Ha.